No. 1
Entry from the Open Molecules 2025 dataset: 11 unconnected molecules or ions with the total composition C43H58F17N13OS2 (ωB97M-V/def2-TZVPD).

```
134
Properties=species:S:1:pos:R:3:forces:R:3:mulliken_charge:R:1
S 3.18891 4.45991 -1.32733 0.421 0.295 -0.523 -0.240
S 3.59582 1.57370 -0.70269 -0.258 -0.148 0.315 0.080
F 1.15068 -1.57260 -3.13587 -0.009 -0.534 0.137 -0.297
F -1.50155 -2.03283 -2.12060 0.344 -0.109 0.728 -0.225
F 1.09548 -2.00577 -0.67282 -0.535 -0.372 -0.082 -0.194
F 0.93588 -4.20956 -0.86653 -0.182 0.624 0.009 -0.293
F -2.94716 -2.40830 -0.07399 0.624 -0.021 0.068 -0.294
F 3.86193 -1.67593 -3.85699 -0.671 -0.815 -0.417 -0.181
F 0.32417 -0.51585 1.79217 -0.125 -0.403 -0.179 -0.289
F -1.87581 -2.82052 2.38090 0.016 0.162 -0.546 -0.268
F 0.33442 -3.49498 -3.77691 0.190 0.072 0.694 -0.292
F 4.39328 -3.72638 -4.36771 -0.839 0.637 -0.136 -0.245
F 2.44581 -4.81567 -3.17657 -0.147 0.626 0.145 -0.322
F -2.00183 -4.30178 0.38949 0.436 0.513 -0.144 -0.221
F 2.62953 -2.81589 -5.30774 0.466 0.087 0.910 -0.242
F 0.12906 -2.98857 1.63395 -0.413 0.111 -0.870 -0.232
F -1.72887 -0.43533 2.48523 0.007 -0.164 -0.220 -0.373
F 3.28757 -3.28143 -1.85726 -0.607 0.140 -0.446 -0.252
F -1.38281 -4.18384 -1.91380 0.107 0.505 0.412 -0.254
O -5.23556 2.41363 -0.46785 1.124 0.181 -0.228 -0.733
N -7.82851 5.55829 3.24079 0.018 -2.183 -1.306 -0.427
N -2.97607 2.82113 -0.11383 -1.181 -1.000 0.518 0.045
N -0.27551 5.63436 2.45427 -1.423 0.398 -0.027 -0.447
N 4.66254 3.62243 0.71485 0.323 -1.476 0.398 0.232
N -1.19178 6.71948 -1.41864 -2.437 0.936 -0.092 -0.456
N 8.68852 2.81499 2.02657 1.430 -0.658 2.238 -0.476
N 7.28979 -4.96898 -0.36972 -0.569 1.448 -2.141 -0.424
N -0.05877 1.49637 -3.57142 -0.769 -0.187 -0.076 -0.491
N -7.25885 -3.25274 3.66548 2.932 -0.558 0.003 -0.399
N 4.78731 -4.70428 1.92409 -1.004 -1.717 -1.672 -0.457
N -2.61509 -8.44053 4.00598 0.221 1.466 -2.136 -0.424
N -9.59309 1.73630 -0.68971 -0.522 -1.418 1.292 -0.456
N -1.16950 -9.96320 -0.08999 0.248 1.527 -2.117 -0.399
C -2.36317 -6.97909 1.83613 -0.014 -0.043 0.081 -0.184
C -3.69243 7.53019 -1.49067 0.092 -0.053 -0.027 -0.941
C 0.55266 3.65057 -1.22491 -0.028 0.285 -0.112 0.076
C -3.52675 2.23856 -2.25088 1.185 -0.091 0.978 -0.976
C 4.69012 2.76974 1.92393 0.329 -0.133 -0.110 -0.739
C -1.05760 -9.30647 -1.05127 -0.240 -1.437 2.066 0.329
C -0.87201 3.71125 -0.64905 0.866 -0.619 -0.808 -1.706
C -1.34854 -0.04149 0.21179 -0.124 1.142 0.424 -0.253
C -10.29412 -0.17642 0.95488 -0.086 0.016 0.058 -0.766
C -1.73382 -2.99544 0.09252 -0.732 -0.978 -0.070 0.770
C -0.94755 -0.83433 1.43911 -0.055 0.427 0.000 0.922
C -6.10889 -3.48315 3.68481 -3.195 0.640 -0.049 0.170
C -2.50384 -7.79564 3.03736 -0.220 -1.449 2.112 0.097
C -7.84414 4.55235 2.64414 -0.007 2.153 1.272 0.248
C 3.87134 -6.46777 0.20543 0.065 0.016 0.027 -0.507
C -7.86348 3.29917 1.89543 0.075 0.107 0.067 -0.292
C -4.68687 -3.76826 3.71545 0.168 -0.056 0.027 -0.090
C -0.91830 -8.48861 -2.25340 -0.006 -0.047 0.072 -0.389
C 9.74552 2.02525 4.29781 -0.050 -0.021 -0.052 -0.860
C 3.90843 3.12699 -0.32772 -0.374 0.652 -0.229 -0.367
C -2.30333 7.08050 -1.45175 2.354 -0.708 0.075 0.544
C -2.76550 6.44986 2.38401 0.092 -0.093 0.014 -0.698
C 6.65500 3.39027 -0.86661 0.262 -0.009 0.179 -1.040
C -9.89896 0.88892 0.04731 0.504 1.508 -1.397 0.420
C 2.53147 -3.47225 -2.96700 0.733 -0.761 -0.197 0.822
C 5.99406 4.11557 0.29984 0.023 1.139 -0.807 -0.800
C -1.37775 5.99334 2.42421 1.324 -0.368 0.006 0.467
C 4.37886 -5.48926 1.16036 0.907 1.772 1.709 0.354
C -1.04746 1.45458 0.44069 1.267 -0.669 -1.244 -1.718
C 9.16033 2.45897 3.03510 -0.895 0.858 -2.207 0.470
C -2.03969 1.77442 -2.01159 -1.139 0.743 -1.776 0.318
C 3.34618 -2.87904 -4.17468 0.833 -0.089 -0.047 0.460
C 7.03793 -4.29997 -1.29563 0.636 -1.508 2.069 0.317
C 0.52745 -3.00651 -1.37299 0.710 -0.717 -0.075 0.244
C -1.06416 -2.41500 1.35641 0.159 0.337 1.625 0.462
C 1.56371 4.54132 -0.51431 0.050 -0.631 0.497 -1.100
C -1.64247 2.38283 -0.64766 -1.059 0.637 1.857 2.895
C -4.07468 2.47989 -0.86189 -0.376 -0.214 -0.196 -0.133
C 6.71527 -3.48536 -2.46204 0.136 -0.068 0.112 -0.295
C 5.76380 1.67895 2.01029 -0.101 0.087 -0.126 -0.560
C -1.31182 2.23906 -3.28995 1.159 -0.243 0.631 -1.662
C 1.09773 -2.90429 -2.83233 -0.131 1.025 -0.473 0.585
C -1.01639 -3.01242 -1.31014 -0.484 -0.451 -1.241 0.427
H 6.74667 2.32089 -0.70141 -0.100 -0.139 -0.006 0.213
H 5.85724 1.08942 1.10299 -0.167 0.031 -0.160 0.180
H -0.32758 0.68710 -4.12419 0.234 0.005 -0.082 0.425
H -1.47498 4.38878 -1.23669 -0.003 0.340 0.062 0.482
H 5.69820 -3.12547 -2.37178 -0.054 0.101 0.015 -0.196
H -2.06469 0.69211 -2.11543 0.266 -0.199 0.747 0.114
H -1.97892 2.13748 -4.14019 -0.081 -0.168 -0.106 0.480
H 0.95348 2.63747 -1.20586 0.016 -0.110 -0.035 -0.166
H -0.08793 -8.85464 -2.85352 0.009 0.003 -0.015 0.285
H -3.17275 2.69816 0.87288 0.377 0.313 0.085 0.365
H -2.41954 -0.09666 0.03855 -0.100 -0.577 -0.004 0.496
H 0.03483 1.55801 0.35539 0.136 0.048 0.214 0.521
H 5.91291 5.16356 0.00370 -0.221 0.090 0.064 0.364
H 5.46648 0.97967 2.79068 0.142 0.012 0.206 0.468
H 0.53893 3.95398 -2.26798 0.060 -0.071 -0.138 0.359
H -11.23367 -0.61269 0.62139 -0.006 -0.006 0.014 0.305
H -0.80216 -0.33849 -0.67830 -0.036 -0.304 0.076 -0.060
H 6.68411 4.10815 1.12953 -0.180 -0.216 0.500 0.530
H -4.01795 7.81689 -0.49296 -0.030 0.009 0.004 0.276
H -1.29157 1.75619 1.45379 -0.313 0.270 -0.023 0.585
H -4.33012 6.72684 -1.85491 -0.022 -0.006 0.010 0.273
H 3.17776 -5.98703 -0.48216 -0.015 0.002 -0.019 -0.007
H -3.27847 -7.02596 1.24849 -0.002 -0.006 -0.020 0.305
H -3.08745 6.73959 3.38190 -0.027 0.004 0.006 0.382
H -4.33490 -3.76497 4.74524 0.036 -0.019 0.004 0.327
H 6.80389 -4.08968 -3.36196 -0.003 0.017 -0.027 0.259
H -10.42332 0.22096 1.95985 -0.006 -0.020 0.013 0.262
H -4.49844 -4.74786 3.27942 0.018 -0.018 0.015 0.083
H -1.07555 3.29926 -3.22005 -0.114 0.120 0.020 0.369
H 7.66689 3.78250 -0.95563 0.098 0.033 -0.004 0.409
H 1.73643 4.18203 0.50013 -0.147 0.138 0.193 0.340
H -8.14872 2.48339 2.55770 0.013 -0.014 0.008 0.250
H -9.53094 -0.94622 0.97323 0.097 -0.119 0.037 0.262
H 8.97845 1.56565 4.91834 0.000 -0.006 0.014 0.286
H -1.83245 -8.53898 -2.84107 -0.008 0.006 -0.016 0.288
H -0.72906 -7.45280 -1.97613 0.000 0.018 -0.012 -0.071
H -2.17047 -5.94622 2.11586 0.012 0.009 0.025 -0.051
H 10.53238 1.29870 4.10718 0.013 -0.011 0.009 0.280
H 3.35501 -7.26691 0.73409 -0.006 -0.014 -0.005 0.347
H 1.24145 5.57412 -0.43534 0.042 0.155 -0.194 0.668
H 6.16066 3.57619 -1.81734 -0.206 -0.078 -0.029 0.383
H 6.74703 2.10504 2.22357 -0.500 -0.231 0.053 -0.069
H -1.53532 -7.34704 1.23337 0.004 -0.045 0.006 0.211
H -3.40681 5.64713 2.02305 -0.017 0.003 -0.009 0.197
H 3.69245 2.35110 2.01745 -0.057 -0.118 0.006 0.424
H -3.78277 8.38722 -2.15450 -0.010 0.014 -0.006 0.332
H 10.16586 2.88206 4.82001 0.006 0.002 0.015 0.276
H 4.83529 3.43330 2.77674 -0.051 0.214 -0.016 0.436
H -6.87271 3.10365 1.48653 -0.025 -0.069 -0.093 0.044
H 4.70120 -6.88904 -0.35930 0.022 0.006 -0.002 0.302
H -4.04262 1.49391 -2.83982 -0.442 0.340 -0.228 0.443
H 0.28074 1.09822 -2.70126 0.319 0.197 -0.023 0.050
H -0.82344 4.08445 0.37204 -0.226 -0.014 0.128 -0.668
H 7.38988 -2.63482 -2.53407 0.023 -0.003 0.038 0.348
H -4.14161 -3.01545 3.15180 -0.003 0.022 -0.001 -0.087
H -2.85703 7.30513 1.71797 0.047 0.018 0.001 0.101
H -8.57696 3.35850 1.07686 0.020 0.004 -0.039 0.163
H -3.40343 3.22664 -2.69423 -0.660 -0.019 -0.495 0.451
```
Forces are in eV/Å.

As for the orbital gap: 7.76 eV. As for the strongest force on any atom: 0.0634 hartree/bohr. The SMILES is CCN(CC)C(=S)SCCC[C@@]1(CCC(F)(F)C(F)(F)C(F)(F)C(F)(F)C(F)(F)C(F)(F)C(F)(F)C(F)(F)F)NC(=O)C[C@H]1CN.CC#N.CC#N.CC#N.CC#N.CC#N.CC#N.CC#N.CC#N.CC#N.CC#N.

=====

No. 2
Entry from the Open Molecules 2025 dataset: a molecular structure, C43H59LaN9O7 (ωB97M-V/def2-TZVPD).

```
119
Properties=species:S:1:pos:R:3:forces:R:3:mulliken_charge:R:1
La 0.24641 0.16623 -0.51163 0.675 0.142 -1.532 2.584
O -0.85196 -1.97955 -0.29201 0.582 0.035 0.584 -0.614
O 0.91418 3.63272 5.43686 0.121 0.306 0.069 -0.661
O -2.48964 0.80787 -0.65148 0.082 -0.113 -0.004 -0.634
O -3.07197 -2.81142 5.82322 0.111 -0.252 -0.036 -0.539
O -1.16047 1.16402 1.04869 0.158 0.290 1.234 -0.184
O -2.98018 -2.60014 -0.40782 -0.082 -0.240 0.330 -0.909
O -2.08466 -4.79514 5.85837 -0.051 -0.231 0.234 -0.481
N -4.66475 -0.76331 -1.27869 -0.098 -0.160 0.139 -0.243
N 1.32202 -1.53095 1.41701 1.844 -0.186 -1.089 0.752
N 0.41424 1.77847 -2.45145 0.128 -0.146 0.755 1.219
N -0.49259 -1.54693 -2.76260 -0.085 0.101 0.031 -0.018
N 1.76948 1.51362 1.51399 -0.002 0.050 -0.118 0.626
N 2.93339 -0.41422 -0.61722 0.112 -0.447 0.370 0.614
N 0.59347 1.42242 5.79125 -0.296 0.050 0.071 0.228
N -4.66624 0.45293 -3.22894 0.053 -0.030 -0.010 -0.294
N -4.83426 -1.83986 -3.32991 -0.009 0.166 -0.195 -0.145
C 0.06402 -3.58880 4.26006 -0.340 0.006 0.119 -1.205
C -0.11628 1.69631 7.02938 -0.083 0.229 0.299 -0.689
C -4.69713 -0.73122 -2.60064 -0.565 0.114 -0.055 0.246
C -0.09475 3.15146 -2.32115 -0.096 0.094 -0.031 1.807
C -2.29425 1.23597 0.51014 -1.221 0.358 -0.119 0.926
C 1.79420 2.21136 3.80851 0.190 0.273 -0.289 -0.445
C 0.80846 1.44716 -6.14885 0.172 -0.319 -0.068 0.299
C 0.73565 1.32959 -3.69729 0.177 -0.111 -0.458 0.591
C 0.52853 -2.09094 2.40946 -0.990 -0.639 1.272 0.287
C -2.21325 -3.53799 5.40610 -0.015 0.234 -0.042 0.484
C 1.97131 -0.32904 -5.02224 0.009 -0.031 0.002 0.938
C 0.37308 1.92640 -4.92541 -0.114 -0.098 0.258 -0.406
C 0.72439 4.18606 -3.13462 -0.132 -0.076 0.113 -1.828
C 3.36979 -1.43319 0.15389 1.063 0.473 -1.008 0.086
C 3.80617 0.16196 -1.43959 -0.044 0.200 -0.209 -0.566
C -3.51537 -3.96418 -2.90754 0.024 -0.012 0.006 -0.531
C 2.98107 2.05412 1.38005 0.147 0.029 -0.086 -0.423
C -1.23433 -3.09261 4.36671 0.223 0.330 -0.323 0.588
C 3.04918 2.79056 3.64432 -0.283 -0.217 -0.148 -0.345
C 5.12256 -0.24262 -1.58142 0.151 -0.427 0.327 -1.129
C 1.20110 1.59218 2.71681 -0.075 0.116 0.414 -0.676
C -2.27150 -3.17475 -3.32308 -0.313 -0.029 0.322 -1.306
C -3.41001 1.85070 1.32576 0.300 -0.032 -0.117 -1.797
C -1.91819 -2.22286 -0.90787 -0.581 -0.154 -1.214 0.214
C 1.06287 2.47390 5.09337 -0.075 -0.168 -0.167 0.233
C 4.68566 -1.91651 0.04962 -0.759 0.015 0.303 -0.877
C 3.66206 2.68765 2.40889 -0.045 -0.059 0.049 -1.456
C -0.77172 -1.58213 2.54704 0.442 -0.067 -0.211 0.603
C 2.48148 -2.02265 1.12552 -1.478 0.011 1.014 -0.508
C -1.59210 3.21718 -2.69572 0.240 0.108 0.187 -1.268
C 0.04406 3.57310 -0.84783 -0.073 -0.250 -0.451 -2.100
C -1.62941 -2.06753 3.50651 -0.056 -0.277 0.315 -1.039
C 0.87175 0.03292 5.48351 0.368 -0.279 -0.177 0.511
C 5.56795 -1.32235 -0.82604 -0.084 0.456 -0.358 -0.780
C 0.76831 1.47270 8.24987 -0.163 0.061 -0.188 -1.127
C -4.85288 -3.19129 -2.80414 0.168 -0.495 0.192 -0.918
C 1.53716 0.16499 -3.80995 -0.008 0.261 -0.084 -0.969
C 2.35417 -0.32342 5.57473 -0.258 -0.030 -0.013 -1.274
C -1.85595 -1.97634 -2.45207 0.242 -0.249 0.337 0.700
C 0.44702 2.19420 -7.39881 0.058 0.028 0.029 -1.718
C 1.61317 0.31759 -6.20277 -0.099 0.098 0.055 -0.823
C 0.93164 -3.09092 3.30958 0.141 0.300 -0.382 -0.907
C 2.85532 -1.54061 -5.08474 -0.057 0.025 -0.039 -1.899
H 2.88564 -2.90096 1.63011 -0.089 0.018 0.029 0.248
H 2.92123 0.13877 4.77132 0.095 -0.018 -0.060 0.227
H 0.56468 1.57492 -8.28437 -0.012 -0.026 -0.070 0.422
H -4.31314 -1.63008 -0.83338 -0.011 0.217 -0.228 0.404
H 0.31981 -0.56755 6.20997 -0.045 0.072 -0.124 0.581
H 1.65084 2.10613 8.19051 0.064 0.055 0.043 0.285
H -1.92519 4.25186 -2.69869 -0.153 0.179 -0.019 0.528
H -0.26452 2.79065 -4.94838 -0.015 0.124 0.050 0.333
H 0.12655 -2.35130 -2.65095 -0.037 0.180 -0.106 0.282
H -1.10002 -0.80092 1.87824 -0.034 -0.127 0.233 -0.385
H -4.86786 -1.74921 -4.33304 -0.006 0.159 0.086 0.244
H -0.42958 -1.25943 -3.73790 0.158 0.116 0.181 0.226
H -0.99575 1.04865 7.07251 -0.004 0.060 -0.034 0.410
H 5.77658 0.26078 -2.27312 0.031 0.104 -0.093 0.555
H -2.62576 -1.66802 3.61792 -0.074 0.059 -0.028 0.589
H -4.48549 1.28908 -2.70167 0.084 0.042 -0.022 0.180
H 1.93721 -3.47780 3.29833 0.150 -0.057 -0.030 0.379
H 1.09394 3.57283 -0.55650 0.093 0.007 0.052 0.326
H 4.99731 -2.74924 0.66136 -0.005 -0.077 0.086 0.530
H 6.58086 -1.68300 -0.92230 0.064 -0.032 0.012 0.464
H 0.18374 4.54286 -4.00547 0.051 0.085 -0.126 0.366
H -2.99480 2.63529 1.95358 -0.046 0.026 0.038 0.436
H 0.48778 -0.22020 4.49122 -0.017 -0.077 0.152 -0.964
H 1.09955 3.06111 -7.50330 0.015 0.071 -0.089 0.303
H 0.42303 -4.34531 4.94645 0.054 -0.019 0.026 0.407
H -1.44028 -3.88787 -3.31023 -0.009 0.063 -0.120 0.423
H 2.76748 0.01276 6.52107 0.073 -0.005 0.131 0.472
H 2.46451 -1.40192 5.50452 0.113 -0.161 -0.015 0.351
H -5.14544 -3.14754 -1.75711 -0.136 0.016 -0.125 0.344
H 1.97176 -0.05609 -7.14977 0.049 -0.043 -0.160 0.422
H -2.49985 -1.11972 -2.65969 0.191 -0.048 0.105 0.150
H -0.51318 2.91353 -0.18535 0.001 0.086 0.118 0.220
H 1.82771 -0.35003 -2.89932 0.089 -0.017 -0.134 0.243
H 2.36152 -2.35089 -5.62141 0.033 -0.100 0.008 0.356
H -4.21314 2.24713 0.71134 -0.010 -0.050 -0.094 0.385
H -2.38764 -2.82915 -4.35561 0.152 0.036 0.013 0.384
H 3.43028 0.98571 -2.03264 -0.101 0.045 -0.056 0.631
H 1.08506 0.43366 8.31902 0.040 -0.087 0.078 0.285
H 3.76908 -1.30170 -5.62506 0.127 -0.076 -0.029 0.417
H -2.17492 2.65850 -1.96645 -0.048 0.001 0.016 -0.151
H 0.21368 1.72617 9.14859 0.010 -0.014 0.157 0.426
H -5.63139 -3.73509 -3.34360 0.009 0.089 0.122 0.400
H -1.39540 -5.29143 5.39763 -0.105 0.169 -0.058 0.337
H 0.20432 1.18842 2.80573 -0.079 -0.057 -0.013 0.971
H 4.64607 3.09932 2.24272 0.018 0.051 -0.093 0.486
H 3.12335 -1.88732 -4.08853 0.040 -0.095 0.082 0.295
H -3.31796 -4.40692 -1.93312 -0.088 -0.102 -0.051 0.287
H 0.94826 5.05002 -2.51443 0.019 0.137 0.035 0.552
H 3.50376 3.31226 4.47312 0.081 0.068 0.027 0.565
H 3.42174 1.99008 0.39416 0.055 0.034 -0.008 0.433
H -4.26518 0.05925 -0.82965 -0.013 -0.057 -0.215 -0.033
H -0.57622 2.56058 -7.35483 -0.095 0.028 -0.043 0.368
H 1.66432 3.75467 -3.46618 0.111 0.009 -0.053 0.226
H -3.80524 1.07608 1.98050 -0.100 -0.067 0.095 0.369
H -0.43960 2.73890 6.98898 -0.032 -0.230 0.028 0.450
H -4.72938 0.51814 -4.22826 0.025 0.044 -0.002 0.208
H -0.34631 4.58099 -0.72512 -0.059 0.057 0.142 0.624
H -1.78114 2.78714 -3.67543 0.002 -0.008 -0.084 0.334
H -3.62880 -4.78039 -3.62378 -0.025 0.004 0.027 0.588
```
Forces are in eV/Å.

As for the orbital gap: 4.96 eV. As for the strongest force on any atom: 0.0418 hartree/bohr. As for the charge: +1.